The ion C3H8N3S with charge +1 in a non-equilibrium geometry, computed with wB97M-V/def2-TZVPD.

SMILES string   CN1CC(=[NH2+])NS1
E   -681.241472 Ha
Charge   +1
Strongest force on any atom   6.12 eV/Å
Molecular weight   118.18 g/mol
ΔE to the lowest compared entry with this formula, charge and spin   45.7 kcal per mole
Highest occupied orbital energy   -0.4952 hartree

Each line ends with the Mulliken charge.
Element x y z (Å)
C1 -1.0764 -1.7092 -0.5462  -0.690
N1 -1.1275 -0.5765 0.3720  -0.027
C2 0.0881 -0.1469 0.9592  -0.781
C3 0.6620 0.9715 0.0923  0.787
N2 1.9849 1.0666 0.0209  -0.400
N3 -0.2052 1.6463 -0.5839  -0.348
S1 -1.9819 0.7674 -0.0425  0.118
H1 -1.9864 -1.5361 -1.2475  0.263
H2 -0.1202 -1.5925 -0.9917  0.347
H3 -1.4847 -2.6176 0.0009  0.284
H4 0.6528 -1.0951 1.2882  0.389
H5 -0.2154 0.2847 2.0289  0.316
H6 2.5970 0.4634 0.5129  0.245
H7 2.3508 1.5847 -0.8783  0.293
H8 -0.1379 2.4893 -0.9851  0.202